# C37H37BrF6N7O6PSY

C37H37BrF6N7O6PSY as an isolated structure (ωB97M-V/def2-TZVPD, the OMol25 dataset).

Positions of all 97 atoms, in Å:
1 Y -0.5063 -0.3888 0.5685
2 O -4.0210 1.6950 3.1039
3 C -2.9064 1.1744 2.6261
4 O -2.4350 1.4500 1.5443
5 C -2.2493 0.2251 3.5822
6 C -2.7373 -0.0187 4.8589
7 C -2.0285 -0.8855 5.6724
8 C -0.8571 -1.4548 5.1944
9 C -0.4548 -1.1527 3.9020
10 N -1.1487 -0.3407 3.1116
11 C 0.8017 -1.6563 3.2495
12 O 1.6150 -2.4545 3.9077
13 O 1.1024 -1.3191 2.1196
14 H -4.4178 2.2803 2.4374
15 H -3.6498 0.4517 5.1947
16 H -2.3780 -1.1117 6.6702
17 H -0.2984 -2.1222 5.8380
18 H 1.3027 -2.6701 4.7972
19 Br 7.0729 -0.8864 -0.8025
20 C 5.2738 -0.4727 -0.7516
21 C 4.8587 0.8749 -0.7867
22 C 3.5339 1.1754 -0.7380
23 C 2.5469 0.1362 -0.6148
24 O 1.3334 0.4292 -0.5204
25 C 2.9857 -1.2428 -0.6283
26 C 2.0599 -2.3748 -0.6734
27 N 0.7931 -2.3627 -0.5258
28 C 0.2261 -3.6849 -0.6029
29 C 0.4656 -4.5830 0.3987
30 C -0.1012 -5.8741 0.3456
31 C -0.8778 -6.2378 -0.7136
32 C -1.1147 -5.3315 -1.7743
33 C -1.8927 -5.6672 -2.9078
34 C -2.0595 -4.7451 -3.8971
35 C -1.4475 -3.4815 -3.7544
36 N -0.7262 -3.1251 -2.7230
37 C -0.5592 -4.0359 -1.7303
38 C 4.3259 -1.5147 -0.7013
39 H 5.6064 1.6539 -0.8540
40 H 3.1715 2.1956 -0.7644
41 H 2.5565 -3.3239 -0.8860
42 H 1.0706 -4.2911 1.2490
43 H 0.0844 -6.5687 1.1534
44 H -1.3195 -7.2250 -0.7630
45 H -2.3400 -6.6510 -2.9749
46 H -2.6405 -4.9605 -4.7825
47 H -1.5652 -2.7431 -4.5430
48 H 4.6827 -2.5367 -0.7333
49 F -1.3499 -2.4331 1.3981
50 P -3.0255 -2.5978 1.0207
51 F -4.5428 -2.5659 0.6475
52 F -2.9282 -0.9157 0.9065
53 F -2.5677 -2.5962 -0.5248
54 F -2.8923 -4.1538 1.1237
55 F -3.3092 -2.4327 2.5822
56 C -0.7316 0.1931 -2.7473
57 N -1.4269 0.6538 -1.4922
58 C -2.9048 0.4297 -1.7061
59 N -3.3866 1.1250 -2.8772
60 C -2.6628 0.6355 -4.0508
61 N -1.2248 0.8783 -3.9196
62 C -1.0025 2.3139 -3.7565
63 N -1.7018 2.8344 -2.5766
64 C -1.2333 2.1363 -1.3995
65 C -3.1366 2.5571 -2.7319
66 H -0.8742 -0.8843 -2.8326
67 H 0.3321 0.4005 -2.6334
68 H -3.4320 0.7872 -0.8217
69 H -3.0739 -0.6411 -1.8141
70 H -3.0348 1.1421 -4.9412
71 H -2.8387 -0.4364 -4.1564
72 H -1.3635 2.8396 -4.6405
73 H 0.0687 2.5005 -3.6509
74 H -1.7840 2.4945 -0.5287
75 H -0.1646 2.3207 -1.2608
76 H -3.5077 3.0792 -3.6134
77 H -3.6689 2.9286 -1.8541
78 C 5.3903 5.3763 -0.3376
79 C 4.1074 4.7872 0.1727
80 C 4.0954 3.9569 1.2969
81 C 2.9156 3.4142 1.7730
82 C 1.7222 3.7102 1.1236
83 C 1.7089 4.5259 -0.0009
84 C 2.9003 5.0583 -0.4701
85 S 0.1719 3.0256 1.6304
86 C 0.1346 3.4836 3.3563
87 O 0.3713 1.5157 1.6647
88 H 6.2003 5.2469 0.3775
89 H 5.2762 6.4415 -0.5366
90 H 5.6866 4.9050 -1.2772
91 H 5.0254 3.7484 1.8114
92 H 2.9317 2.7672 2.6408
93 H 0.7726 4.7623 -0.4943
94 H 2.8878 5.7089 -1.3359
95 H 0.9795 3.0474 3.8851
96 H -0.8008 3.1083 3.7679
97 H 0.1542 4.5707 3.4258

Values from the calculation:
Energy above the lowest of the compared OMol25 structures with the same formula, charge and spin ... 80.9 kJ/mol
2S+1 ... 2
Total charge ... +2
Highest occupied orbital energy (spin up / spin down) ... -12.82 / -12.82 eV
⟨S²⟩ ... 0.78
Strongest force on any atom ... 0.71 eV Å⁻¹
Orbital gap (spin up / spin down) ... 7.03 / 4.87 eV
DFT total energy ... -169198.80792 eV

Atomic partial charges in e from the Mulliken method, atoms 1 to 2: -0.111, -0.502